Record 1
Formula: C19H28ClFeO2
Source: OMol25
Level of theory: wB97M-V/def2-TZVPD

ORCA input file:
```
! wB97M-V def2-TZVPD RIJCOSX def2/J DEFGRID3
* xyz -1 5
O 2.61 -3.46 -0.65
C 3.02 -4.37 0.49
C 3.58 -5.45 -0.40
H 2.13 -4.69 1.04
H 3.74 -3.84 1.13
C 3.20 -4.54 -1.56
H 2.99 -6.37 -0.36
H 4.66 -5.60 -0.28
C 2.16 -5.13 -2.47
H 1.36 -5.62 -1.90
H 2.65 -5.88 -3.10
H 1.71 -4.39 -3.14
C 4.40 -3.99 -2.30
H 5.14 -3.60 -1.60
H 4.12 -3.19 -3.00
H 4.84 -4.82 -2.87
Fe 1.88 -1.76 -0.64
C 2.53 0.44 0.11
C 1.84 0.09 1.31
C 2.57 -0.95 1.96
H 0.93 0.57 1.68
C 3.69 -1.29 1.14
C 3.68 -0.42 -0.01
H 4.51 -0.30 -0.72
H 2.33 1.30 -0.53
H 2.36 -1.34 2.95
H 4.49 -1.99 1.42
C 1.04 0.26 -2.44
C 2.18 -0.50 -2.86
C 1.77 -1.87 -2.97
H 3.15 -0.12 -3.17
C 0.38 -1.94 -2.60
C -0.07 -0.60 -2.32
H -1.08 -0.29 -2.06
H 1.01 1.34 -2.27
H 2.31 -2.65 -3.51
H -0.24 -2.83 -2.67
O 0.05 -6.38 0.19
C -0.37 -4.99 0.24
C -0.27 -4.51 1.71
H -1.41 -4.91 -0.14
H 0.28 -4.42 -0.44
C -0.34 -5.81 2.54
H -1.03 -3.75 1.93
H 0.72 -4.05 1.85
C -0.25 -6.94 1.50
H -1.29 -5.85 3.07
H 0.48 -5.85 3.27
H -1.20 -7.50 1.47
H 0.54 -7.66 1.75
Cl -0.11 -1.75 0.36
*
```

Frontier orbital gap (spin up / spin down) (Eh): 0.211 / 0.213
Max |F| (Eh/bohr): 0.1187
Total energy (eV): -71160.3161

Record 2
Formula: C19H23CrN5O3S
Source: OMol25
Level of theory: wB97M-V/def2-TZVPD

ORCA input file:
```
! wB97M-V def2-TZVPD RIJCOSX def2/J DEFGRID3
* xyz 1 2
Cr -0.15 -1.35 0.71
C 0.94 -3.52 1.13
C 0.60 -3.29 -0.22
C -0.82 -3.14 -0.29
C -1.33 -3.21 1.02
C -0.24 -3.45 1.89
H 1.94 -3.72 1.50
H 1.26 -3.33 -1.06
H -1.38 -3.05 -1.20
H -2.37 -3.19 1.31
H -0.32 -3.64 2.95
N -0.05 3.17 -6.61
C 0.09 2.18 -5.67
C -1.03 1.64 -5.03
C -0.89 0.64 -4.09
C 0.39 0.18 -3.77
C 1.52 0.71 -4.38
C 1.37 1.70 -5.33
S 0.56 -1.13 -2.66
O 1.94 -1.53 -2.62
O -0.48 -2.08 -2.96
N 0.15 -0.54 -1.13
C 0.84 0.55 -0.64
N 1.44 1.52 -1.32
C 1.96 2.50 -0.60
C 1.90 2.56 0.80
C 1.31 1.50 1.42
N 0.80 0.49 0.71
H -0.96 3.39 -6.96
H 0.73 3.44 -7.17
H -2.02 2.00 -5.29
H -1.76 0.20 -3.61
H 2.50 0.34 -4.10
H 2.24 2.12 -5.82
H 2.46 3.29 -1.16
H 2.32 3.39 1.35
H 1.24 1.43 2.50
C -1.28 0.59 5.77
N -1.49 0.34 4.33
C -2.64 0.96 3.64
C -0.68 -0.45 3.63
C 0.49 -1.09 4.31
O -0.94 -0.66 2.43
H -2.11 1.17 6.14
H -0.36 1.15 5.95
H -1.24 -0.34 6.33
H -3.18 1.58 4.35
H -3.31 0.19 3.25
H -2.31 1.57 2.81
H 1.00 -0.40 4.99
H 1.20 -1.43 3.56
H 0.16 -1.95 4.90
*
```

Energy above the lowest of the compared OMol25 structures with the same formula, charge and spin (kJ/mol): 146.7
Frontier orbital gap (spin up / spin down) (Eh): 0.249 / 0.258
Max |F| (Eh/bohr): 0.0423
Total energy (eV): -72919.8489

Record 3
Formula: C10H18N2O3
Source: OMol25
Level of theory: wB97M-V/def2-TZVPD

ORCA input file:
```
! wB97M-V def2-TZVPD RIJCOSX def2/J DEFGRID3
* xyz 0 3
C 2.79 1.19 -0.52
C 1.10 0.25 -1.64
C -0.59 0.43 1.09
C 1.39 -0.15 -3.02
C -2.47 -3.62 1.41
C -0.30 4.05 0.16
C -2.11 -2.31 0.76
C -0.61 -2.05 0.79
C -0.32 2.77 1.14
C -0.17 -0.71 0.32
N 3.39 0.07 -0.63
N 0.40 -0.58 -0.89
O 1.66 1.43 -1.18
O -1.26 0.34 2.13
O -0.25 1.57 0.40
H 3.00 2.16 0.06
H 2.36 0.39 -3.24
H 1.67 -1.14 -3.10
H 0.54 0.15 -3.60
H -2.09 -4.41 0.90
H -3.50 -3.68 1.51
H -2.10 -3.70 2.43
H 0.73 4.01 -0.31
H -0.93 3.80 -0.64
H -0.59 4.88 0.84
H -2.41 -2.37 -0.30
H -2.73 -1.50 1.23
H -0.24 -2.37 1.79
H -0.27 -2.66 -0.02
H -1.09 2.65 1.90
H 0.65 2.65 1.71
H 4.11 0.04 0.01
H 0.24 -1.55 -1.49
*
```

Energy above the lowest of the compared OMol25 structures with the same formula, charge and spin (kJ/mol): 0.0
Frontier orbital gap (spin up / spin down) (Eh): 0.220 / 0.336
Max |F| (Eh/bohr): 0.1494
Total energy (eV): -19779.0049

Record 4
Formula: C29H30N3O4
Source: OMol25
Level of theory: wB97M-V/def2-TZVPD

ORCA input file:
```
! wB97M-V def2-TZVPD RIJCOSX def2/J DEFGRID3
* xyz 1 1
C 6.56 2.25 1.39
O 6.54 1.12 0.47
C 5.56 0.18 0.62
C 5.51 -0.86 -0.34
C 4.47 -1.78 -0.30
C 3.42 -1.64 0.62
N 2.31 -2.52 0.56
C 1.00 -2.24 0.80
C 0.39 -0.92 0.78
C -0.97 -0.84 0.25
C -1.73 0.28 0.48
C -3.16 0.13 0.82
C -3.71 0.77 1.94
C -5.04 0.51 2.31
C -5.84 -0.34 1.51
C -5.31 -0.91 0.35
C -3.96 -0.71 0.03
O 0.99 0.09 1.22
N 0.36 -3.43 0.85
C -1.01 -3.66 1.27
C 1.24 -4.45 0.52
C 2.46 -3.90 0.33
C 3.53 -0.68 1.64
C 4.58 0.23 1.65
H 7.43 2.81 1.04
H 5.65 2.86 1.31
H 6.70 1.91 2.43
H 6.27 -0.90 -1.12
H 4.42 -2.58 -1.04
H -1.30 -1.65 -0.42
H -1.26 1.24 0.77
H -3.06 1.41 2.56
H -5.44 0.91 3.25
H -6.89 -0.51 1.77
H -5.94 -1.54 -0.30
H -3.53 -1.18 -0.86
H -1.07 -4.65 1.77
H -1.32 -2.90 1.99
H -1.69 -3.69 0.41
H 0.94 -5.48 0.42
H 3.42 -4.35 0.08
H 2.76 -0.62 2.40
H 4.61 1.01 2.42
C 1.71 -1.06 -3.34
C 1.45 0.05 -2.37
O 0.00 0.07 -2.12
C -0.41 1.17 -1.43
C -1.87 1.09 -1.18
N -2.49 2.37 -1.20
C -1.94 3.43 -0.52
C -2.68 4.57 -0.29
C -4.01 4.68 -0.71
C -4.54 3.62 -1.43
C -3.78 2.49 -1.70
O 0.42 2.02 -1.06
H 2.73 -1.45 -3.20
H 0.98 -1.89 -3.24
H 1.63 -0.69 -4.38
H 1.98 -0.09 -1.39
H 1.76 1.01 -2.82
H -2.38 0.37 -1.84
H -0.89 3.30 -0.20
H -2.21 5.38 0.28
H -4.61 5.57 -0.49
H -5.58 3.63 -1.78
H -4.15 1.61 -2.23
*
```

Frontier orbital gap (Eh): 0.220
SMILES string: CCOC(=O)[C@@H]([C@H](/C=C(\[O-])c1n(-c2ccc(OC)cc2)cc[n+]1C)c1ccccc1)[n+]1ccccc1
Max |F| (Eh/bohr): 0.1003
Total energy (eV): -43211.3336

Record 5
Formula: C22H54N10O32
Source: OMol25
Level of theory: wB97M-V/def2-TZVPD

ORCA input file:
```
! wB97M-V def2-TZVPD RIJCOSX def2/J DEFGRID3
* xyz 0 1
C 3.58 1.02 -6.59
O 2.44 1.06 -5.75
C 2.14 2.18 -5.00
O 2.84 3.16 -4.85
O 0.92 2.04 -4.47
C 0.22 3.06 -3.86
H 3.46 1.72 -7.42
H 3.76 0.04 -7.02
H 4.52 1.26 -6.09
H -0.34 2.68 -3.01
H -0.46 3.51 -4.58
H 0.89 3.88 -3.59
C -6.89 3.79 6.05
O -5.86 4.46 5.39
C -4.78 3.84 4.79
O -4.60 2.61 4.72
O -4.00 4.82 4.32
C -2.79 4.56 3.68
H -6.71 3.84 7.13
H -6.99 2.76 5.72
H -7.84 4.24 5.74
H -2.12 4.08 4.40
H -2.31 5.49 3.39
H -3.06 3.96 2.81
C 3.47 0.45 -0.76
O 2.14 -0.05 -0.81
C 1.19 0.34 0.03
O 1.30 1.25 0.79
O -0.01 -0.20 -0.32
C -1.15 0.16 0.44
H 4.09 0.19 0.10
H 3.64 1.52 -0.89
H 3.99 -0.06 -1.57
H -1.24 1.25 0.38
H -1.05 -0.22 1.45
H -2.03 -0.25 -0.05
C -2.33 -7.60 -4.48
O -1.75 -6.49 -5.13
C -1.70 -5.27 -4.42
O -2.01 -5.06 -3.25
O -1.22 -4.34 -5.29
C -0.74 -3.03 -4.81
H -3.39 -7.38 -4.32
H -1.88 -7.88 -3.53
H -2.26 -8.43 -5.18
H -0.39 -2.45 -5.66
H 0.13 -3.14 -4.15
H -1.62 -2.50 -4.47
C 4.34 -0.22 4.64
N 3.80 -1.54 4.24
O 3.11 -2.08 5.03
O 4.04 -1.96 3.11
H 4.26 -0.11 5.72
H 3.79 0.48 4.00
H 5.39 -0.18 4.32
C 9.05 -0.78 -3.94
N 9.77 -0.15 -2.78
O 10.88 0.27 -2.97
O 9.14 -0.05 -1.70
H 8.04 -1.05 -3.62
H 9.65 -1.66 -4.15
H 8.94 -0.03 -4.72
C -4.13 -6.31 1.92
N -3.83 -5.00 2.54
O -3.70 -4.02 1.83
O -3.74 -4.88 3.73
H -3.25 -6.91 2.17
H -4.24 -6.08 0.86
H -4.97 -6.74 2.45
C -6.88 3.97 -0.61
N -5.71 3.54 -1.43
O -5.71 2.44 -1.89
O -4.88 4.44 -1.63
H -6.62 4.97 -0.24
H -6.92 3.27 0.22
H -7.76 4.01 -1.24
C 6.88 -6.25 0.22
N 7.24 -5.10 -0.66
O 6.30 -4.38 -1.09
O 8.45 -4.88 -0.85
H 7.69 -6.96 0.03
H 5.94 -6.72 -0.08
H 6.81 -5.91 1.25
C 4.11 4.99 2.47
N 2.90 5.79 2.02
O 2.71 5.86 0.77
O 2.24 6.39 2.85
H 3.88 4.52 3.43
H 4.96 5.66 2.45
H 4.21 4.23 1.70
C -7.62 -1.27 4.10
N -7.67 -0.25 2.96
O -7.04 -0.48 1.93
O -8.44 0.69 3.21
H -8.66 -1.32 4.42
H -6.94 -0.94 4.90
H -7.39 -2.30 3.86
C 6.13 5.88 -2.50
N 5.85 7.18 -3.21
O 4.76 7.36 -3.80
O 6.76 8.03 -3.08
H 6.94 5.41 -3.05
H 5.18 5.35 -2.51
H 6.33 6.13 -1.45
C -0.73 -0.99 6.42
N 0.03 -0.82 7.68
O -0.35 -1.50 8.62
O 1.02 -0.09 7.77
H -0.35 -0.31 5.65
H -1.69 -0.62 6.80
H -0.69 -1.99 6.00
C -6.09 -3.04 -2.98
N -6.09 -3.48 -4.37
O -5.74 -2.78 -5.31
O -6.46 -4.63 -4.59
H -7.15 -3.03 -2.71
H -5.63 -2.07 -2.78
H -5.63 -3.84 -2.40
*
```

Frontier orbital gap (Eh): 0.388
Max |F| (Eh/bohr): 0.0695
Total energy (eV): -104078.6991

Record 6
Formula: C3H4N2O2
Source: OMol25
Level of theory: wB97M-V/def2-TZVPD

ORCA input file:
```
! wB97M-V def2-TZVPD RIJCOSX def2/J DEFGRID3
* xyz 0 1
C 0.54 0.79 -0.86
C -0.07 -0.46 -0.53
C -0.35 0.99 1.09
N 0.46 1.63 0.08
N -0.62 -0.39 0.83
O -1.60 0.66 0.89
O -0.07 1.37 2.61
H 1.00 1.02 -1.75
H -0.78 -0.85 -1.42
H 0.60 -1.31 -0.49
H -0.76 0.85 3.04
*
```

Energy above the lowest of the compared OMol25 structures with the same formula, charge and spin (kJ/mol): 520.3
Frontier orbital gap (Eh): 0.417
SMILES string: O[C@@]12N=CCN1O2
Max |F| (Eh/bohr): 0.1143
Total energy (eV): -10246.8721

Record 7
Formula: C4H3NS
Source: OMol25
Level of theory: wB97M-V/def2-TZVPD

ORCA input file:
```
! wB97M-V def2-TZVPD RIJCOSX def2/J DEFGRID3
* xyz 0 1
C 0.91 0.81 -0.10
C 2.17 1.17 -0.11
C 0.09 -0.26 0.06
C -1.39 -0.10 0.05
N 0.88 -1.26 0.11
S 2.56 -0.54 0.07
H -1.73 0.16 -1.10
H -1.59 0.91 0.44
H -1.89 -0.88 0.60
*
```

Energy above the lowest of the compared OMol25 structures with the same formula, charge and spin (kJ/mol): 349.3
Frontier orbital gap (Eh): 0.322
SMILES string: CC1=NS2#CC=21
Max |F| (Eh/bohr): 0.0917
Total energy (eV): -16516.6294

Record 8
Formula: C24H41F3P2Sc
Source: OMol25
Level of theory: wB97M-V/def2-TZVPD

ORCA input file:
```
! wB97M-V def2-TZVPD RIJCOSX def2/J DEFGRID3
* xyz 1 1
Sc -0.70 0.69 -1.81
C 0.55 1.93 0.57
C -0.89 2.06 0.51
C -0.35 -0.16 0.95
C 0.86 0.55 0.74
C -1.45 0.76 0.81
C 1.54 3.03 0.62
H 1.11 3.97 0.25
H 2.45 2.79 0.05
H 1.87 3.20 1.66
C 2.19 0.03 1.08
H 2.98 0.72 0.73
H 2.36 -0.97 0.66
H 2.31 -0.03 2.17
C -0.44 -1.46 1.62
H -0.08 -1.39 2.66
H 0.19 -2.20 1.13
H -1.48 -1.83 1.68
C -2.81 0.53 1.35
H -2.83 0.70 2.45
H -3.14 -0.51 1.20
H -3.54 1.22 0.91
C -1.64 3.33 0.54
H -1.90 3.61 1.59
H -2.58 3.26 -0.02
H -1.04 4.17 0.14
C 0.02 0.44 -5.35
C 0.48 1.89 -5.29
C -0.52 3.04 -5.27
C -1.95 2.75 -4.83
C -2.17 1.72 -3.69
C -2.77 0.50 -4.03
C -2.50 -0.29 -5.29
C -1.28 0.11 -6.12
H -0.54 3.47 -6.29
H -2.55 2.55 -5.73
H -0.12 3.86 -4.63
H -1.45 0.97 -6.79
H 0.82 -0.08 -5.97
H 1.23 2.09 -6.07
H -0.99 -0.71 -6.76
H -2.45 -1.37 -5.06
H -3.68 0.17 -3.53
H -3.33 -0.25 -6.02
H -2.38 3.72 -4.48
H -2.52 2.14 -2.73
P 1.24 1.55 -3.73
C 2.90 0.98 -3.90
C 0.84 2.73 -2.49
P -2.58 -1.64 -1.38
C 0.12 0.10 -3.85
C -4.21 -0.77 -1.34
C -2.89 -2.76 -2.77
H 2.94 -0.10 -3.67
H 3.58 1.53 -3.23
H 3.27 1.18 -4.92
H -0.02 3.40 -2.70
H 1.67 3.44 -2.26
H 0.59 2.23 -1.53
H -2.84 -2.20 -3.73
H -3.87 -3.26 -2.68
H -2.07 -3.49 -2.76
H 0.79 -0.74 -3.56
H -0.96 -0.21 -3.50
H -4.57 -0.77 -0.29
H -4.96 -1.22 -2.01
H -4.04 0.28 -1.64
F 0.59 -2.49 -2.89
C 0.62 -1.72 -1.72
F 0.54 -2.68 -0.77
F 1.97 -1.28 -1.65
*
```

Frontier orbital gap (spin up / spin down) (Eh): 0.206 / 0.230
Max |F| (Eh/bohr): 0.0960
Total energy (eV): -72971.5180

Record 9
Formula: C4H12N2O
Source: OMol25
Level of theory: wB97M-V/def2-TZVPD

ORCA input file:
```
! wB97M-V def2-TZVPD RIJCOSX def2/J DEFGRID3
* xyz 0 1
C -0.50 -1.00 -1.74
N 0.72 -1.06 -0.94
C 0.60 -0.19 0.28
C 1.70 -0.63 1.26
O -2.34 -0.45 0.57
C 0.46 1.32 -0.01
N -0.59 1.93 0.74
H -1.28 -1.15 -0.96
H -0.75 0.02 -2.15
H -0.41 -1.79 -2.46
H 1.63 -0.99 -1.30
H -0.44 -0.35 0.75
H 1.66 -1.67 1.25
H 2.77 -0.35 0.84
H 1.70 -0.10 2.19
H 1.44 1.71 0.09
H 0.24 1.29 -1.13
H -0.91 2.87 0.30
H -1.34 1.07 0.71
*
```

Energy above the lowest of the compared OMol25 structures with the same formula, charge and spin (kJ/mol): 866.6
Frontier orbital gap (Eh): 0.206
Max |F| (Eh/bohr): 0.0909
Total energy (eV): -9362.2123

Record 10
Formula: C7H11N4
Source: OMol25
Level of theory: wB97M-V/def2-TZVPD

ORCA input file:
```
! wB97M-V def2-TZVPD RIJCOSX def2/J DEFGRID3
* xyz 1 1
C -3.15 -0.47 0.20
C -1.14 -0.97 -0.49
C -1.19 0.36 -0.08
C 0.35 2.53 -1.01
C 0.07 -1.75 -0.56
C 2.23 -2.12 -0.17
C 1.04 1.50 1.12
N -2.36 -1.44 -0.23
N 1.20 -1.19 -0.33
N -2.44 0.69 0.35
N 0.23 1.73 -0.04
H -4.02 -0.59 0.75
H 1.08 3.26 -1.19
H -0.24 2.47 -1.87
H 0.01 -2.84 -0.55
H 2.59 -2.46 -1.17
H 1.89 -3.03 0.44
H 3.07 -1.61 0.36
H 1.69 2.26 1.27
H 1.51 0.63 0.83
H 0.30 1.34 1.93
H -2.72 1.71 0.45
*
```

Energy above the lowest of the compared OMol25 structures with the same formula, charge and spin (kJ/mol): 541.6
Frontier orbital gap (Eh): 0.309
Max |F| (Eh/bohr): 0.0885
Total energy (eV): -13386.5305